The following is a DFT calculation (ωB97M-V with the def2-TZVPD basis set) of an isolated ion of composition C10H18BrF3N5O6S and charge +1 in a non-equilibrium geometry.

Geometry as XYZ:
```
44
Properties=species:S:1:pos:R:3:forces:R:3
N -3.9902 1.1445 -2.5307 -0.17 0.25 0.20
C -3.0989 1.5645 -1.4621 -0.13 -0.27 0.16
C -1.7652 0.7700 -1.4737 -0.13 -0.01 0.06
O -1.9420 -0.4192 -2.2259 0.13 0.00 -0.02
C -1.3327 0.4923 -0.0368 0.04 0.56 -0.17
N 0.1389 0.3376 0.1461 -0.49 -0.85 0.49
C 0.7415 -0.7216 -0.4676 0.35 0.14 -0.45
N 1.0002 -0.6157 -1.7346 -0.04 -0.02 -0.09
Br 1.8686 -1.8138 -2.8164 0.02 0.04 -0.03
N 1.1577 -1.8776 0.2127 -0.60 0.14 0.57
S 0.1953 -3.2450 0.0749 0.14 -0.33 -0.14
O 0.9513 -4.3012 0.6401 0.03 0.09 0.05
O -0.3362 -3.2448 -1.2452 -0.08 0.15 0.00
C -1.3276 -3.0721 1.1947 0.42 -0.03 -0.21
F -1.5283 -4.2304 1.7485 -0.05 -0.56 0.29
F -1.1573 -2.1487 2.1338 0.17 0.36 0.28
F -2.3615 -2.7397 0.4616 -0.43 0.24 -0.43
C 1.7610 -1.5964 1.5781 0.39 0.09 -0.01
N 3.0599 -2.1413 1.6716 -0.28 -0.58 -0.02
O 1.8484 -0.1972 1.6357 0.03 0.06 -0.04
C 0.6302 0.4976 1.5399 0.20 0.31 0.03
C 0.9423 1.9729 1.8300 0.00 0.00 -0.35
C 1.2375 2.8025 0.5839 0.08 0.24 0.28
O 2.1751 2.1124 -0.2385 0.06 -0.04 -0.28
C 3.1951 2.7946 -0.8113 0.49 -0.14 -0.40
O 3.8862 2.2994 -1.6540 -0.56 0.21 0.58
H -4.7438 1.8191 -2.6064 0.09 0.04 -0.13
H -4.4413 0.2710 -2.2854 0.19 -0.11 -0.16
H -2.8826 2.6258 -1.5936 0.08 -0.03 0.06
H -3.5483 1.4510 -0.4610 0.01 0.03 -0.06
H -0.9909 1.3981 -1.9398 -0.07 -0.07 -0.14
H -1.5633 -1.1981 -1.8048 -0.05 0.01 0.05
H -1.6078 1.3485 0.5849 0.07 -0.03 -0.05
H -1.8930 -0.3697 0.3389 0.09 0.01 0.08
H 0.7311 0.2522 -2.1887 0.04 -0.01 0.00
H 1.1113 -1.9718 2.3711 -0.10 0.07 -0.05
H 3.1125 -2.8225 2.4195 0.07 0.15 0.09
H 3.3255 -2.6354 0.8282 0.14 0.28 -0.09
H -0.0991 0.1105 2.2605 -0.03 -0.10 -0.08
H 1.8249 1.9687 2.4721 -0.16 0.04 0.11
H 0.1103 2.4421 2.3588 0.09 -0.03 0.08
H 0.3341 3.0036 0.0014 0.04 -0.14 -0.02
H 1.6337 3.7754 0.8944 0.03 -0.08 -0.04
H 3.3336 3.8182 -0.4211 -0.10 -0.10 -0.01
```
Positions in Å, forces in eV/Å.

The net charge is +1. The LUMO energy is -0.16490 Ha. For the calculated total energy, the calculation gives -4388.537457 a.u. As for the SMILES: NC[C@H](O)CN1C(NBr)=[N+](S(=O)(=O)C(F)(F)F)[C@@H](N)O[C@H]1CCOC=O.

=====

The following is a DFT calculation (ωB97M-V with the def2-TZVPD basis set) of a 2-piece molecular cluster, C6H15NO overall in a non-equilibrium geometry.

Geometry as XYZ:
```
23
Properties=species:S:1:pos:R:3:forces:R:3
C -0.0652 -1.1277 0.5682 -0.52 -0.57 0.56
C -0.7720 -0.7385 1.8645 0.23 0.08 -0.14
C 0.4270 -2.5857 0.6390 0.03 0.18 0.04
C -0.9535 -0.9434 -0.6595 0.22 0.12 0.17
N 1.1734 -0.3534 0.3476 2.05 -0.16 1.09
O 1.8881 -0.1502 1.3202 -1.52 -0.57 -1.19
H -0.4288 -3.2524 0.7217 -0.07 -0.01 -0.06
H -1.7669 -1.6659 -0.6429 -0.04 -0.04 0.02
H -1.6173 -1.4003 2.0454 -0.04 -0.01 -0.02
H -1.1295 0.2891 1.8022 -0.07 0.03 0.02
H -0.0812 -0.8091 2.7010 0.00 -0.03 0.07
H 1.0626 -2.7282 1.5108 0.05 0.02 0.03
H 0.9939 -2.8401 -0.2551 0.02 -0.07 -0.05
H -0.3704 -1.0916 -1.5663 0.02 -0.02 -0.09
H -1.3794 0.0565 -0.6827 -0.06 0.09 -0.03
C 0.4004 2.3071 -0.4727 0.90 -2.15 0.38
C 0.3278 2.5631 -1.9640 -0.03 0.15 0.04
H -0.3870 1.8948 -2.4420 -0.01 -0.05 -0.08
H 0.0104 3.5867 -2.1686 0.00 0.02 -0.07
H 1.1350 2.9371 0.0215 0.00 0.24 0.06
H -0.5652 2.4342 0.0118 -0.07 0.01 0.10
H 0.7970 1.2018 -0.2700 -1.11 2.78 -0.76
H 1.3008 2.4162 -2.4300 0.01 -0.03 -0.08
```
Positions in Å, forces in eV/Å.

The net charge is 0. The LUMO energy is -0.00247 Ha. For the calculated total energy, the calculation gives -367.503419 a.u. As for the SMILES: CC(C)(C)N=O.CC.

=====

The following is a DFT calculation (ωB97M-V with the def2-TZVPD basis set) of C5H7NO2 as an isolated structure in a non-equilibrium geometry.

Geometry as XYZ:
```
15
Properties=species:S:1:pos:R:3:forces:R:3
C 0.4183 -0.8938 -0.7211 2.26 2.22 2.86
C -0.0397 -0.7539 0.7180 -2.91 -4.37 -0.40
C 1.4789 0.2905 -0.1817 0.28 -0.93 -3.12
C -2.2517 -0.0851 1.2671 0.32 -0.28 -0.24
C 1.3462 1.5678 -0.5102 -0.35 0.04 0.82
O -0.4968 -0.5859 -1.6877 -0.16 0.51 -0.20
N -1.0911 0.1464 0.8567 0.85 1.31 0.58
O 0.3203 -1.5741 1.5692 0.13 1.87 -0.40
H -0.0557 -0.1321 -2.4156 0.00 0.00 -0.01
H 0.9989 -1.8044 -0.8851 -0.15 0.15 0.16
H 2.3992 -0.1123 0.2209 -0.09 -0.06 0.13
H -2.6211 -1.0895 1.4307 -0.15 -0.32 0.24
H -2.9145 0.7582 1.4314 -0.17 -0.03 -0.06
H 0.3937 1.9804 -0.8159 -0.01 -0.14 -0.45
H 2.1151 2.2879 -0.2768 0.14 0.04 0.11
```
Positions in Å, forces in eV/Å.

The net charge is 0. The LUMO energy is 0.01211 Ha. For the calculated total energy, the calculation gives -399.852450 a.u.

=====

The following is a DFT calculation (ωB97M-V with the def2-TZVPD basis set) of a 3-piece molecular cluster, C4H13NO2 overall in a non-equilibrium geometry.

Geometry as XYZ:
```
20
Properties=species:S:1:pos:R:3:forces:R:3
N -0.0052 -0.2107 -1.2250 -0.14 -0.35 0.12
C 0.1151 1.2450 -1.0544 1.02 -0.97 0.29
C -0.5821 1.5420 0.2600 -1.26 1.23 -0.13
C -1.7251 0.5233 0.3451 0.29 -0.74 0.09
C -1.2984 -0.5896 -0.6392 -0.13 -0.50 -0.43
H 0.7177 -0.6645 -0.6817 0.00 0.51 0.24
H 1.1807 1.4619 -0.9673 -0.04 0.28 -0.34
H -0.2936 1.7238 -1.9425 -0.20 0.30 0.21
H 0.0824 1.5002 1.1203 0.21 -0.20 -0.15
H -1.0054 2.5530 0.2753 0.17 0.00 0.02
H -1.8033 0.1104 1.3494 -0.15 0.06 0.09
H -2.7027 0.9128 0.0682 0.08 0.25 0.02
H -1.2215 -1.5789 -0.1776 0.11 0.17 0.13
H -2.0167 -0.7336 -1.4497 -0.16 0.28 0.04
H 0.7391 0.0945 2.3513 0.18 -0.16 0.14
H 1.8254 -0.8801 2.8935 -0.27 0.21 -0.17
O 1.2472 -0.6973 2.1396 0.11 -0.15 0.02
H 1.5700 -1.9384 -1.2989 0.36 -0.29 0.08
H 2.6589 -2.3285 -0.2297 -0.35 0.02 0.03
O 2.5175 -2.0452 -1.1366 0.15 0.05 -0.30
```
Positions in Å, forces in eV/Å.

The net charge is 0. The LUMO energy is 0.01774 Ha. For the calculated total energy, the calculation gives -365.416988 a.u. As for the SMILES: C1CCNC1.O.O.

=====

The following is a DFT calculation (ωB97M-V with the def2-TZVPD basis set) of C35H31BrF5IrN3O2PSTe as an isolated structure.

Geometry as XYZ:
```
81
Properties=species:S:1:pos:R:3:forces:R:3
Ir 0.0028 -0.7021 0.1675 -0.17 -0.22 -0.27
C 5.3660 -1.2572 -1.1240 -0.01 -0.01 0.00
C 4.3095 -1.4339 -0.0722 -0.02 -0.02 -0.01
C 4.6073 -1.8457 1.2244 -0.02 0.02 -0.02
C 3.5915 -1.9620 2.1452 0.00 -0.02 0.07
C 2.2822 -1.6723 1.7828 0.22 0.03 -0.14
Br 1.0045 -1.7822 3.1384 -0.13 0.04 0.01
N 1.9662 -1.2959 0.5259 0.26 -0.02 0.35
C 2.9844 -1.1806 -0.3559 -0.12 -0.11 -0.15
H 6.1832 -1.9604 -0.9733 0.00 0.00 -0.01
H 5.7854 -0.2508 -1.0815 0.01 0.00 0.01
H 4.9625 -1.4122 -2.1238 0.00 0.01 0.00
H 5.6274 -2.0689 1.5112 0.00 -0.01 0.00
H 3.7880 -2.2681 3.1620 0.00 0.00 -0.01
H 2.7070 -0.8989 -1.3584 0.04 0.03 0.04
N -0.8257 -2.9902 -1.6653 0.14 -0.04 -0.04
P -0.9090 -2.6972 -0.0005 -0.10 0.01 0.18
C -2.6239 -2.6844 0.4812 0.00 0.01 0.00
C -3.6431 -2.8997 -0.4442 -0.01 -0.03 0.00
C -4.9648 -2.8317 -0.0295 0.03 -0.01 -0.02
C -5.2625 -2.5323 1.2919 0.01 0.00 0.02
C -4.2452 -2.2982 2.2097 -0.02 -0.02 0.00
C -2.9245 -2.3757 1.8105 0.01 0.01 -0.06
C -0.0821 -4.0959 0.7535 0.03 0.00 -0.08
C 1.2354 -4.3742 0.3734 -0.04 -0.05 -0.02
C 1.8950 -5.4593 0.9175 0.00 -0.03 0.02
C 1.2454 -6.2737 1.8412 0.02 0.01 -0.02
C -0.0662 -6.0134 2.2023 -0.03 0.02 0.01
C -0.7374 -4.9264 1.6579 0.02 0.03 0.09
C -0.1088 -2.1518 -2.4818 -0.05 0.00 0.10
C 0.0514 -2.4176 -3.8450 0.02 0.05 -0.05
C 0.7079 -1.5006 -4.6276 0.00 0.00 0.04
C 1.1829 -0.3198 -4.0477 -0.01 -0.02 -0.01
C 1.0086 -0.1405 -2.7025 -0.02 0.14 0.04
N 0.4101 -1.0544 -1.9050 -0.12 0.06 0.17
H -1.0945 -3.8886 -2.0418 0.00 0.01 0.00
H -3.4178 -3.1118 -1.4813 0.00 0.00 0.00
H -5.7603 -3.0054 -0.7412 0.00 0.00 0.00
H -6.2950 -2.4690 1.6083 0.00 0.00 0.00
H -4.4788 -2.0331 3.2314 0.00 0.00 0.00
H -2.1378 -2.1482 2.5186 -0.01 -0.03 -0.02
H 1.7391 -3.7560 -0.3608 0.00 0.00 -0.01
H 2.9111 -5.6814 0.6197 0.00 0.00 0.00
H 1.7638 -7.1219 2.2680 0.00 0.00 0.00
H -0.5743 -6.6571 2.9072 0.00 0.00 0.00
H -1.7621 -4.7294 1.9417 -0.01 0.00 -0.01
H -0.3570 -3.3273 -4.2628 0.00 0.00 0.00
H 0.8411 -1.6873 -5.6845 -0.01 0.01 0.00
H 1.6779 0.4400 -4.6336 0.00 0.00 -0.01
H 1.3439 0.7622 -2.2057 0.03 -0.06 0.02
F -3.6674 1.0481 1.8077 -0.06 -0.08 -0.01
Te -2.0163 1.5034 2.7310 -0.01 0.04 0.35
F -2.9966 2.3193 4.1325 0.10 -0.02 -0.01
F -0.3285 1.4474 3.7274 -0.16 -0.01 -0.07
F -2.3299 -0.0879 3.6485 0.01 0.03 0.02
F 0.7386 3.7769 1.6327 -0.03 -0.01 0.06
O -1.0918 0.0799 1.3610 0.14 0.24 -0.44
O 0.5972 2.3501 -0.3256 0.09 0.10 -0.11
S 0.3065 3.6587 0.1581 -0.04 -0.08 -0.04
C -1.3736 4.0115 0.1773 0.03 0.03 -0.01
C -2.2449 3.0822 -0.3876 0.03 -0.04 0.05
C -3.6015 3.3320 -0.2932 -0.02 0.01 0.00
C -4.0523 4.4770 0.3518 0.00 -0.02 -0.01
C -3.1623 5.3970 0.9023 0.01 0.00 0.00
C -1.8022 5.1769 0.8153 -0.02 0.01 0.01
C 1.2102 4.9539 -0.5548 -0.01 -0.01 0.02
C 0.8553 5.2934 -1.8605 -0.01 0.01 0.01
C 1.5605 6.3048 -2.4836 0.00 0.00 0.00
C 2.5869 6.9553 -1.8051 0.00 0.00 0.00
C 2.9208 6.6039 -0.5039 0.00 0.00 -0.01
C 2.2324 5.5907 0.1427 0.02 -0.02 0.01
H -1.8696 2.1721 -0.8360 -0.01 0.01 0.00
H -4.3059 2.6152 -0.6890 0.00 0.00 0.00
H -5.1160 4.6529 0.4384 0.00 0.00 0.00
H -3.5326 6.2772 1.4083 0.00 0.00 0.00
H -1.0971 5.8747 1.2499 0.00 0.00 -0.01
H 0.0400 4.7921 -2.3681 0.00 0.00 0.00
H 1.3046 6.5956 -3.4927 0.00 0.00 0.00
H 3.1274 7.7527 -2.2972 0.00 0.00 0.00
H 3.7152 7.1229 0.0138 0.00 0.00 0.00
H 2.4820 5.3131 1.1567 0.00 0.01 0.00
```
Positions in Å, forces in eV/Å.

The net charge is +2. The LUMO energy is -0.20829 Ha. For the calculated total energy, the calculation gives -5851.836641 a.u.

=====

The following is a DFT calculation (ωB97M-V with the def2-TZVPD basis set) of one molecule with the formula C8H12BrIN2O in a non-equilibrium geometry.

Geometry as XYZ:
```
25
Properties=species:S:1:pos:R:3:forces:R:3
C -0.3019 0.1713 -0.0077 -0.06 0.40 0.70
C -0.3078 -0.2865 -1.4237 0.01 -0.62 -0.40
C -0.9121 1.5141 0.2394 0.01 0.24 0.33
C -0.3867 2.2841 1.4567 -0.07 0.16 -0.04
C -0.6213 1.5454 2.7336 1.70 -3.10 -0.67
C 0.2199 -0.4820 2.2030 -1.58 3.62 1.49
C -0.1722 -1.7634 -1.6609 0.31 -0.10 -0.21
C 1.3088 -2.1279 -1.8999 -0.24 -0.16 0.47
N 0.1890 -0.6228 0.8508 0.23 -0.70 -1.04
N -0.3960 0.6089 -2.3123 -0.03 0.58 -0.24
O 1.8078 -1.6339 -3.1136 0.08 0.32 -0.47
Br -0.9428 -1.7067 3.1084 0.08 -0.05 -0.03
I 0.4421 2.2331 4.4245 -0.23 -0.09 -0.26
H -0.7488 2.1049 -0.6622 -0.10 -0.05 0.05
H -1.9927 1.3630 0.3238 -0.08 0.03 -0.03
H 0.6834 2.4661 1.3235 -0.05 0.06 0.05
H -0.8884 3.2620 1.4826 0.18 -0.04 -0.02
H -1.6449 1.3018 2.9806 -0.10 0.01 0.11
H 1.2044 -0.4744 2.6564 -0.03 -0.03 0.03
H -0.7476 -2.0550 -2.5434 0.03 0.05 0.04
H -0.5294 -2.3144 -0.7923 -0.01 -0.02 -0.03
H 1.9098 -1.7712 -1.0527 -0.09 -0.15 -0.06
H 1.4001 -3.2140 -1.9660 -0.01 0.09 0.09
H -0.4152 0.2685 -3.2709 0.00 -0.38 0.09
H 1.8427 -0.6707 -3.0781 0.05 -0.07 0.05
```
Positions in Å, forces in eV/Å.

The net charge is 0. The LUMO energy is -0.01065 Ha. For the calculated total energy, the calculation gives -3368.398722 a.u.

=====

Number 1: E_HOMO -12.17 eV. Number 2: E_HOMO -8.85 eV. Number 3: E_HOMO -9.08 eV. Number 4: E_HOMO -9.00 eV. Number 5: E_HOMO -13.44 eV. Number 6: E_HOMO -8.00 eV.